# 1
Below is a structure of composition C26H26BCoF9O3S4, with properties calculated with the ωB97M-V functional and the def2-TZVPD basis.

For the relative energy (zero: lowest compared OMol25 entry of this formula, charge and spin), the calculation gives 0.0000 eV. The net charge is 0. Its LUMO energy (alpha / beta) is 0.27 / 0.27 eV. As for the HOMO energy (alpha / beta): -7.773 / -7.825 eV. As for the spin multiplicity: 2.

XYZ file:
```
70
Properties=species:S:1:pos:R:3:forces:R:3:mulliken_spin:R:1
Co -0.731 -0.017 -0.390 0.0 0.0 0.1 1.020
F -0.661 -6.219 2.015 0.0 0.0 0.0 0.000
C -0.769 -5.221 1.135 0.0 0.0 0.0 0.004
C -1.418 -4.050 1.484 0.0 0.0 0.0 0.003
F -1.928 -3.915 2.714 0.0 0.0 0.0 0.000
C -1.501 -3.018 0.572 0.0 0.0 0.0 -0.003
F -2.110 -1.886 0.970 0.0 0.0 0.0 0.000
C -0.949 -3.088 -0.703 0.0 0.0 0.0 0.008
S -1.020 -1.749 -1.836 0.1 0.0 0.0 -0.074
C -0.303 -4.280 -1.018 0.0 0.0 0.0 0.019
F 0.269 -4.435 -2.215 0.0 0.0 0.0 0.000
C -0.208 -5.332 -0.123 0.0 0.0 0.0 0.001
F 0.435 -6.452 -0.463 0.0 0.0 0.0 0.000
O -1.082 1.122 1.291 -0.1 0.1 -0.2 0.003
S -0.725 2.193 2.284 0.2 -0.1 0.1 0.005
C 0.966 1.791 2.820 0.0 0.0 -0.1 0.000
C 1.927 1.603 1.650 0.0 -0.1 0.0 0.000
C 2.864 0.397 1.814 0.0 0.0 0.0 -0.001
C 3.212 -0.209 0.455 0.0 0.0 0.0 -0.001
S 1.922 -1.372 -0.096 0.1 0.0 -0.1 0.008
O 0.658 -0.915 0.635 0.0 0.0 0.1 -0.017
C 2.402 -2.804 0.854 0.0 0.0 0.0 0.001
C 1.744 -3.110 2.033 0.0 0.0 0.0 -0.001
C 2.094 -4.267 2.717 0.0 0.0 0.0 0.000
C 3.083 -5.101 2.216 0.0 0.0 0.0 0.000
C 3.732 -4.783 1.029 0.0 0.0 0.0 0.000
C 3.389 -3.633 0.337 0.0 0.0 0.0 0.000
C -0.401 3.715 1.417 0.0 0.0 0.0 0.001
C -0.158 3.735 0.055 0.0 0.0 0.0 0.000
C 0.134 4.949 -0.553 0.0 0.0 0.0 0.000
C 0.159 6.116 0.196 0.0 0.0 0.0 0.000
C -0.112 6.084 1.560 0.0 0.0 0.0 0.000
C -0.399 4.878 2.178 0.0 0.0 0.0 0.000
H 0.816 0.862 3.374 0.0 0.0 0.0 0.000
H 1.263 2.567 3.528 0.0 0.0 0.0 0.000
H 2.499 2.514 1.466 0.0 0.0 0.1 0.000
H 1.340 1.443 0.750 0.0 0.0 0.0 -0.002
H 2.382 -0.364 2.432 0.0 0.0 0.0 0.000
H 3.785 0.677 2.329 0.0 0.0 0.0 0.000
H 4.136 -0.788 0.450 0.0 0.0 0.0 0.000
H 3.273 0.539 -0.335 0.0 0.0 0.0 0.001
H 0.960 -2.457 2.393 0.0 0.0 0.0 -0.001
H 1.578 -4.524 3.633 0.0 0.0 0.0 0.000
H 3.341 -6.009 2.745 0.0 0.0 0.0 0.000
H 4.494 -5.441 0.633 0.0 0.0 0.0 0.000
H 3.868 -3.395 -0.606 0.0 0.0 0.0 0.000
H -0.182 2.826 -0.528 0.0 0.0 0.0 -0.004
H 0.361 4.962 -1.610 0.0 0.0 0.0 0.000
H 0.388 7.058 -0.283 0.0 0.0 0.0 0.000
H -0.104 6.998 2.139 0.0 0.0 0.0 0.000
H -0.623 4.841 3.239 0.0 0.0 0.0 0.000
O -2.026 1.080 -1.339 -0.1 0.0 0.1 0.007
S -3.391 0.455 -1.636 0.0 0.0 -0.1 0.000
C -4.478 1.907 -1.736 0.0 0.0 0.0 0.000
C -4.474 2.377 -3.186 0.0 0.0 0.0 0.000
C -4.494 1.097 -4.017 0.0 0.0 0.0 0.000
C -3.394 0.215 -3.440 0.0 0.0 0.0 0.001
H -4.078 2.618 -1.015 0.0 0.0 0.0 0.000
H -5.469 1.584 -1.414 0.0 0.0 0.0 0.000
H -3.564 2.944 -3.389 0.0 0.0 0.0 0.000
H -5.328 3.021 -3.393 0.0 0.0 0.0 0.000
H -4.323 1.281 -5.078 0.0 0.0 0.0 0.000
H -5.466 0.607 -3.921 0.0 0.0 0.0 0.000
H -2.399 0.563 -3.727 0.0 0.0 0.0 0.000
H -3.471 -0.847 -3.657 0.0 0.0 0.0 0.000
F 0.802 1.135 -1.334 0.1 -0.1 0.0 -0.002
B 1.680 1.629 -2.421 0.0 0.0 0.0 0.022
F 2.183 2.845 -1.966 0.0 0.0 0.0 0.000
F 0.908 1.765 -3.552 0.0 0.0 0.0 0.000
F 2.692 0.684 -2.561 0.0 0.0 0.0 0.000
```
Positions in Å, forces in eV/Å.

=====

# 2
Below is a cluster of 3 separate species, C47H78F5N7O7P2S2 in total, with properties calculated with the ωB97M-V functional and the def2-TZVPD basis.

Its SMILES is CCCCON1c2ccc(C[C@H](C)OCc3ccccc3)cc2Sc2c1ccc(CCCCS(=O)(=O)O)c2CCCC(F)(F)C(F)(F)F.CN(C)P(=O)(N(C)C)N(C)C.CN(C)P(=O)(N(C)C)N(C)C. The net charge is 0. Its LUMO energy is -1.05 eV. As for the HOMO energy: -7.720 eV.

XYZ file:
```
148
Properties=species:S:1:pos:R:3:forces:R:3:mulliken_charge:R:1
C -5.614 -3.839 6.854 1.2 0.0 -1.0 -0.897
C -4.038 -4.381 7.002 -1.6 0.5 0.6 -0.201
C -3.206 -3.146 7.684 0.0 -0.8 0.8 -0.761
C -1.635 -3.026 7.241 -0.3 2.2 1.5 -0.035
O -1.249 -3.819 6.064 -0.5 -0.4 3.0 -0.313
N -1.160 -2.935 5.055 1.5 1.2 -5.7 1.088
C 0.271 -2.567 4.721 4.4 1.8 -0.1 0.015
C 0.961 -1.362 5.635 2.5 -0.9 -2.5 -0.284
C 2.508 -0.845 5.365 -2.2 -3.6 -2.4 -0.591
C 3.372 -1.550 4.161 -2.1 -1.0 0.9 0.624
C 4.909 -0.956 3.899 -1.7 -0.3 -0.9 -0.966
C 4.700 0.271 2.786 1.7 -0.3 0.4 0.210
C 6.125 0.983 2.350 -1.3 -0.5 -0.5 -0.897
O 3.855 1.313 3.389 -1.0 -1.1 -2.3 -0.195
C 2.712 1.674 2.537 -2.1 1.1 0.1 0.442
C 1.363 2.043 3.453 -3.5 0.5 2.3 0.412
C 1.230 3.357 4.424 -3.3 -2.7 -0.1 -0.468
C -0.164 3.586 5.317 -0.3 -2.8 -1.7 -0.430
C -1.457 2.544 5.268 3.9 -0.9 -2.7 -0.475
C -1.332 1.249 4.269 2.9 3.1 0.6 -0.250
C 0.046 1.028 3.396 -0.4 2.2 2.0 -0.193
C 2.776 -2.788 3.222 -2.6 2.4 3.5 -0.702
C 1.212 -3.251 3.565 0.7 2.3 1.7 0.373
S 0.424 -4.672 2.560 -1.1 2.3 1.1 -0.324
C -1.413 -4.189 2.544 -2.4 1.0 0.2 0.310
C -1.961 -3.344 3.839 -3.5 -0.7 -3.2 -0.744
C -3.569 -2.886 3.774 2.0 -2.4 -3.4 -0.523
C -4.503 -3.328 2.459 3.5 -0.6 0.7 -0.821
C -3.898 -4.186 1.167 1.8 0.9 3.3 0.619
C -4.884 -4.552 -0.133 1.0 1.2 -0.1 0.121
C -6.369 -3.865 -0.037 -0.2 -0.2 0.4 -0.905
C -6.393 -2.236 -0.236 -0.4 0.7 0.2 -0.295
C -5.868 -1.711 -1.700 0.9 -1.0 0.6 -0.277
S -6.822 -0.203 -2.355 -2.1 3.2 -7.5 1.120
O -6.003 0.547 -3.477 -1.7 -2.7 4.9 -0.618
O -8.176 -0.610 -3.043 4.6 0.8 4.2 -0.581
O -7.098 0.987 -1.135 1.0 -1.2 -1.3 -0.512
C -2.289 -4.636 1.228 -2.1 1.9 2.3 0.119
C -1.662 -5.493 -0.033 0.5 -0.1 0.1 -0.968
C -1.372 -4.584 -1.383 0.2 -0.8 -0.4 -0.499
C -0.514 -3.214 -1.102 0.8 -0.1 -0.5 -0.450
C -0.776 -2.004 -2.185 0.1 -0.3 -0.7 0.939
F -2.113 -2.031 -2.824 3.8 0.1 1.8 -0.270
F 0.240 -2.071 -3.294 -3.1 0.5 3.2 -0.287
C -0.657 -0.524 -1.431 -0.8 1.6 -0.3 0.510
F -1.020 0.530 -2.445 1.7 -3.3 3.8 -0.248
F 0.712 -0.316 -0.867 -5.0 -0.5 -1.9 -0.207
F -1.691 -0.423 -0.353 3.8 -0.3 -3.5 -0.198
H -6.110 -4.552 6.067 0.5 1.4 1.8 0.272
H -6.172 -3.773 7.881 1.0 -0.2 -2.1 0.308
H -5.532 -2.766 6.339 -0.5 -2.3 1.3 0.186
H -3.710 -4.669 5.917 -0.3 0.6 2.3 0.136
H -4.073 -5.330 7.723 0.4 2.0 -1.8 0.353
H -3.805 -2.144 7.515 1.4 -1.9 0.1 0.282
H -3.207 -3.313 8.866 -0.1 0.4 -2.6 0.313
H -0.933 -3.196 8.188 -1.4 -0.3 -2.3 0.308
H -1.460 -1.884 6.940 -0.4 -2.6 0.7 -0.035
H 0.377 -0.793 6.506 1.2 -1.6 -2.3 0.122
H 2.974 0.015 6.030 -1.1 -2.0 -1.7 0.204
H 5.368 -0.574 4.910 -0.9 -0.8 -2.1 0.312
H 5.551 -1.824 3.395 -1.3 2.0 1.2 0.321
H 4.256 -0.239 1.830 0.4 1.1 1.8 0.245
H 5.833 1.785 1.515 0.9 -1.8 1.9 0.128
H 6.779 0.146 1.851 -1.0 1.8 1.1 0.390
H 6.616 1.500 3.280 -0.8 -1.1 -1.9 0.242
H 2.901 2.639 1.871 0.0 -1.9 1.5 -0.280
H 2.360 0.836 1.796 0.9 1.3 1.6 0.103
H 2.087 4.157 4.513 -1.9 -1.8 -0.2 0.372
H -0.282 4.512 6.054 0.5 -2.2 -1.9 0.256
H -2.446 2.698 5.910 2.5 -0.2 -1.5 0.275
H -2.268 0.522 4.226 2.4 1.5 -0.1 0.241
H 0.085 0.050 2.717 0.0 2.4 1.6 0.112
H 3.419 -3.293 2.353 -1.7 1.2 2.2 0.232
H -4.022 -2.265 4.661 1.0 -1.4 -2.0 0.453
H -5.635 -2.968 2.525 2.8 -1.0 -0.3 0.118
H -4.921 -5.708 -0.348 0.0 2.3 0.7 0.329
H -4.343 -4.048 -1.068 -1.1 -1.2 1.9 -0.242
H -7.073 -4.359 -0.843 1.5 1.0 1.6 0.351
H -6.841 -4.107 1.032 1.0 0.5 -2.4 0.306
H -7.507 -1.855 -0.118 2.2 -1.0 -0.2 0.361
H -5.767 -1.682 0.595 -1.2 -1.2 -1.7 0.237
H -4.735 -1.379 -1.690 -2.4 -0.5 0.0 0.014
H -5.999 -2.555 -2.532 0.0 2.2 1.6 0.333
H -6.592 1.838 -1.350 -0.7 -1.9 -0.2 0.365
H -0.624 -6.020 0.225 -2.3 1.3 -0.1 0.344
H -2.381 -6.392 -0.344 1.4 2.2 0.8 0.310
H -0.684 -5.266 -2.079 -1.6 1.5 1.4 0.408
H -2.381 -4.428 -1.957 2.0 0.1 1.2 0.286
H 0.637 -3.509 -1.212 -2.5 0.9 0.2 0.237
H -0.626 -2.775 -0.020 -0.2 -0.9 -2.1 -0.046
O 4.565 6.667 3.381 -4.0 -2.4 -0.5 -0.774
P 4.427 6.498 1.848 7.2 5.0 0.3 0.992
N 5.976 5.812 1.735 1.7 -1.9 -0.1 0.129
C 7.119 6.259 0.964 -0.1 0.3 -0.3 -1.027
C 6.156 4.474 2.293 -0.4 0.2 0.4 -1.024
N 4.537 8.201 1.560 -0.6 0.7 0.1 0.097
C 5.518 8.856 0.707 -0.4 0.1 -0.8 -1.071
C 4.248 9.097 2.689 -0.4 -0.3 0.1 -0.992
N 4.269 6.304 0.085 -3.4 -1.5 0.9 -0.110
C 2.889 6.690 -0.308 -0.5 0.7 -0.5 -1.116
C 4.463 4.966 -0.501 0.6 -0.4 -0.1 -0.930
H 6.864 6.520 -0.063 -0.1 0.2 -0.1 0.331
H 7.901 5.497 0.880 -0.3 -0.1 0.2 0.410
H 7.591 7.122 1.442 0.1 0.1 -0.1 0.255
H 5.708 3.715 1.645 0.1 -0.2 0.0 0.101
H 5.685 4.391 3.275 -0.1 0.0 0.0 0.356
H 7.210 4.208 2.436 -0.1 0.2 -0.1 0.482
H 6.487 8.955 1.204 0.1 0.0 0.0 0.303
H 5.185 9.869 0.444 -0.1 -0.1 0.2 0.391
H 5.653 8.354 -0.254 0.0 -0.2 0.3 0.276
H 5.086 9.133 3.390 0.0 0.0 0.1 0.310
H 3.348 8.778 3.224 0.4 -0.1 0.0 0.287
H 4.047 10.121 2.353 0.2 -0.2 -0.3 0.305
H 2.148 6.021 0.144 0.0 -0.1 -0.3 0.356
H 2.766 6.668 -1.396 0.2 -0.2 0.2 0.387
H 2.643 7.710 0.005 0.3 -0.2 0.1 0.342
H 3.832 4.217 -0.012 0.0 -0.1 -0.2 0.186
H 5.502 4.632 -0.455 -0.1 0.2 0.3 0.278
H 4.227 4.975 -1.571 -0.2 0.2 0.2 0.429
O 0.895 -0.791 -10.025 3.0 1.0 3.4 -0.771
P 0.088 -1.052 -8.729 -6.2 -1.6 -6.0 0.828
N -0.265 -2.640 -9.211 0.3 -2.6 -0.1 0.081
C -1.556 -3.269 -9.408 -0.3 0.2 0.2 -0.969
C 0.839 -3.597 -9.220 0.4 0.4 -0.2 -1.012
N -1.204 -0.008 -9.217 -0.1 1.0 -0.1 0.133
C -2.602 -0.392 -9.345 -0.4 0.2 0.8 -1.049
C -0.911 0.990 -10.255 0.4 0.1 0.2 -0.990
N -0.839 -1.351 -7.240 3.1 1.5 1.7 0.023
C -0.698 -0.168 -6.353 -0.6 0.8 0.4 -1.022
C -0.469 -2.498 -6.392 -0.1 -0.8 -0.1 -0.766
H -2.255 -3.072 -8.595 -0.2 0.2 0.0 0.314
H -1.493 -4.361 -9.473 0.4 0.2 0.1 0.402
H -2.005 -2.938 -10.348 -0.2 0.0 0.0 0.266
H 1.104 -3.900 -8.203 0.2 -0.3 0.1 0.287
H 1.731 -3.163 -9.679 0.0 0.1 0.0 0.305
H 0.613 -4.505 -9.790 -0.2 0.3 0.1 0.391
H -2.791 -0.935 -10.275 0.0 0.0 -0.1 0.293
H -3.246 0.496 -9.354 0.2 0.0 -0.1 0.402
H -2.963 -0.984 -8.501 0.3 -0.1 -0.2 0.281
H -0.871 0.529 -11.246 0.1 0.0 -0.1 0.322
H 0.039 1.496 -10.059 -0.1 -0.3 -0.2 0.289
H -1.669 1.781 -10.283 -0.1 -0.3 0.2 0.305
H 0.344 -0.027 -6.044 -0.1 -0.1 0.2 0.373
H -1.320 -0.268 -5.456 0.1 -0.2 -0.1 0.262
H -1.020 0.755 -6.844 0.1 -0.4 -0.2 0.333
H 0.597 -2.485 -6.140 -0.1 -0.1 0.2 0.391
H -0.707 -3.458 -6.855 0.1 0.3 -0.3 0.299
H -1.046 -2.494 -5.461 0.1 0.4 -0.2 -0.038
```
Positions in Å, forces in eV/Å.

=====

# 3
Below is a cluster of 2 separate species, C3H8N3O in total, with properties calculated with the ωB97M-V functional and the def2-TZVPD basis.

For the relative energy (zero: lowest compared OMol25 entry of this formula, charge and spin), the calculation gives 0.5867 eV. The net charge is +1. Its LUMO energy (alpha / beta) is -3.36 / -5.45 eV. As for the HOMO energy (alpha / beta): -9.046 / -15.583 eV. As for the spin multiplicity: 3.

XYZ file:
```
15
Properties=species:S:1:pos:R:3:forces:R:3:mulliken_spin:R:1
C -2.573 0.411 -1.666 1.4 -0.3 1.1 0.627
C 2.062 -0.622 0.382 4.1 -0.4 -1.1 -0.005
C -1.640 0.829 -0.840 -1.4 -2.3 2.5 0.598
N 2.335 0.328 1.270 -2.2 -1.9 -1.5 0.003
N -1.544 0.120 0.417 1.3 1.0 0.2 0.322
N 0.907 -0.977 -0.078 0.3 1.6 1.7 0.016
O -3.257 -0.016 -2.470 -3.6 -1.6 -4.1 0.474
H 3.068 -1.035 -0.045 -2.3 0.1 0.6 0.001
H -1.270 1.747 -1.027 2.2 3.1 0.6 0.067
H 3.293 0.573 1.346 0.4 0.8 0.6 0.000
H 1.494 0.820 1.494 0.4 1.3 1.1 0.000
H -2.052 -0.738 0.486 -0.6 -0.7 -0.8 -0.075
H -1.809 0.594 1.257 0.3 1.1 0.6 0.007
H 0.922 -1.633 -0.824 -0.6 -0.5 -0.5 -0.003
H 0.064 -0.402 0.299 0.1 -1.4 -1.0 -0.032
```
Positions in Å, forces in eV/Å.

=====

# 4
Below is a cluster of 2 separate species, H6NO in total, with properties calculated with the ωB97M-V functional and the def2-TZVPD basis.

For the relative energy (zero: lowest compared OMol25 entry of this formula, charge and spin), the calculation gives 0.1139 eV. The net charge is +1. Its LUMO energy is -4.18 eV. As for the HOMO energy: -16.482 eV.

XYZ file:
```
8
Properties=species:S:1:pos:R:3:forces:R:3:mulliken_charge:R:1
O -1.585 -0.632 -0.086 -0.7 0.2 -0.5 -0.709
H -1.862 -0.739 -1.024 0.2 0.0 0.9 0.346
H -2.429 -0.585 0.418 0.8 0.0 -0.4 0.346
N 1.175 0.391 0.138 0.5 0.2 0.0 -0.510
H 1.522 -0.380 0.740 -0.3 0.5 -0.4 0.389
H 1.491 1.301 0.526 -0.1 -0.6 -0.3 0.409
H 0.138 0.369 0.110 -0.1 -0.3 0.0 0.337
H 1.550 0.276 -0.823 -0.2 0.1 0.6 0.392
```
Positions in Å, forces in eV/Å.

=====

| no. | electronic energy (eV) |
| --- | --- |
| 1 | -139633.671 |
| 2 | -128561.024 |
| 3 | -9747.368 |
| 4 | -3628.461 |